1.
Molecular formula: C28H41N3O3P2PbS
Method: DFT, ωB97M-V/def2-TZVPD

Each line ends with the Mulliken charge.
Geometry (Å):
1 Pb 0.2105 -0.0306 -0.3053  0.771
2 C 0.2483 -5.8338 -0.5099  -1.347
3 P 0.9807 -4.2974 -1.0673  0.879
4 C 1.5697 -4.4838 -2.7489  -1.338
5 C 2.2887 -3.7959 0.0644  -0.720
6 C 3.3363 -2.8072 -0.4789  -1.135
7 P 3.0650 -1.0872 0.1583  0.457
8 C 4.4484 -0.1890 -0.6095  -1.282
9 C 3.6042 -1.2808 1.8865  -1.336
10 H 0.9807 -6.6373 -0.5815  0.491
11 H -0.6100 -6.0820 -1.1362  0.403
12 H -0.0818 -5.7356 0.5249  0.392
13 H 2.4238 -5.1621 -2.7477  0.470
14 H 1.8624 -3.5222 -3.1661  0.405
15 H 0.7790 -4.8977 -3.3717  0.428
16 H 2.7499 -4.7271 0.4061  0.587
17 H 1.7625 -3.3857 0.9368  0.322
18 H 3.3595 -2.7800 -1.5689  0.418
19 H 4.3295 -3.1349 -0.1640  0.573
20 H 5.3796 -0.7523 -0.5414  0.481
21 H 4.5742 0.7626 -0.0948  0.359
22 H 4.2238 0.0256 -1.6527  0.339
23 H 4.5450 -1.8303 1.9492  0.449
24 H 2.8422 -1.7800 2.4807  0.391
25 H 3.7495 -0.2918 2.3203  0.388
26 C -1.8432 2.6011 -1.2110  -1.063
27 C -2.3028 2.2042 0.1585  0.749
28 C -3.4637 2.7958 0.6999  -0.887
29 C -3.8952 2.4076 1.9349  -1.100
30 C -3.1846 1.4237 2.6536  1.351
31 C -3.5949 0.9923 3.9343  -0.864
32 C -2.8701 0.0402 4.5929  -0.904
33 C -1.7209 -0.5105 4.0015  -0.600
34 C -1.2922 -0.1241 2.7530  0.915
35 S 0.1814 -0.8505 2.1141  -0.496
36 C -2.0332 0.8679 2.0484  -0.884
37 N -1.6207 1.2816 0.8134  0.639
38 H -2.2408 3.5747 -1.4896  0.498
39 H -2.1946 1.8804 -1.9525  0.293
40 H -0.7558 2.6467 -1.2667  -0.304
41 H -3.9926 3.5443 0.1284  0.550
42 H -4.7797 2.8479 2.3773  0.470
43 H -4.4789 1.4297 4.3773  0.460
44 H -3.1661 -0.2920 5.5771  0.424
45 H -1.1530 -1.2525 4.5451  0.529
46 O -1.0522 -3.0847 -3.0028  -0.560
47 C -1.2225 -2.9369 -1.8356  -0.085
48 O -0.1085 -3.1436 -0.9400  -0.120
49 C -2.4222 -2.5331 -1.1152  0.751
50 C -3.5946 -2.3988 -1.8703  -0.572
51 C -4.7614 -2.0065 -1.2435  -0.680
52 C -4.7588 -1.7399 0.1223  -0.635
53 C -3.5941 -1.8670 0.8697  -0.865
54 C -2.4216 -2.2754 0.2592  -0.011
55 H -3.5732 -2.6020 -2.9318  0.510
56 H -5.6732 -1.9068 -1.8139  0.455
57 H -5.6751 -1.4365 0.6085  0.485
58 H -3.6007 -1.6528 1.9300  0.506
59 H -1.5122 -2.3647 0.8386  0.806
60 C 1.2821 3.2732 1.6330  -0.864
61 N 1.2901 3.8583 0.3027  0.335
62 C 0.5608 5.1099 0.1737  -1.219
63 C 1.6295 3.0827 -0.7512  -0.172
64 O 1.7064 1.8288 -0.6242  0.169
65 N 1.8894 3.6675 -1.9416  0.250
66 C 2.5043 4.9835 -2.0605  -1.155
67 C 1.9697 2.8415 -3.1341  -0.975
68 H 1.5467 4.0447 2.3553  0.384
69 H 2.0103 2.4694 1.6915  0.178
70 H 0.2952 2.8785 1.8924  0.239
71 H -0.3488 5.0462 0.7761  0.390
72 H 0.2733 5.2786 -0.8600  0.425
73 H 1.1462 5.9602 0.5274  0.325
74 H 2.7894 5.3578 -1.0816  0.387
75 H 1.8387 5.7001 -2.5446  0.335
76 H 3.4083 4.8901 -2.6647  0.384
77 H 1.3747 1.9412 -3.0049  0.211
78 H 3.0030 2.5561 -3.3517  0.358
79 H 1.5812 3.4079 -3.9809  0.408

Atomic forces in eV per Å
Pb 0.0 0.1 -0.2
C 0.0 0.2 0.0
P 0.1 -0.1 -0.1
C -0.1 0.0 0.2
C -0.2 -0.1 0.0
C 0.1 0.1 0.1
P -0.1 -0.1 -0.1
C 0.0 0.0 0.0
C 0.1 0.0 0.0
H 0.0 0.0 0.0
H 0.0 0.0 0.0
H 0.0 0.0 0.0
H 0.1 0.0 0.0
H 0.0 0.0 0.0
H 0.0 0.0 0.0
H 0.0 0.0 -0.1
H 0.0 -0.1 0.0
H 0.0 0.0 0.0
H 0.0 0.0 0.0
H 0.0 0.0 0.0
H 0.0 0.0 0.0
H 0.0 0.0 0.0
H 0.0 0.0 0.0
H 0.0 -0.1 0.0
H 0.0 0.0 0.0
C 0.1 0.0 -0.1
C -0.1 0.0 0.1
C 0.0 -0.1 0.1
C 0.0 0.1 -0.1
C 0.1 -0.1 0.0
C 0.0 -0.1 0.0
C -0.1 0.1 0.0
C 0.0 0.0 -0.1
C 0.0 0.0 0.0
S 0.3 0.2 0.1
C 0.0 0.0 0.2
N 0.0 0.1 -0.2
H 0.0 0.0 0.0
H 0.0 0.0 0.0
H 0.0 0.0 0.0
H 0.0 0.0 0.0
H 0.0 0.0 0.0
H 0.0 0.0 0.0
H 0.0 0.0 0.0
H 0.0 0.0 0.0
O 0.0 -0.1 0.2
C 0.2 -0.2 -0.3
O 0.0 0.0 0.1
C -0.2 0.1 0.0
C 0.1 0.1 0.1
C 0.0 0.0 0.0
C 0.1 0.0 0.0
C -0.1 0.0 0.0
C 0.0 -0.1 -0.1
H 0.0 0.0 0.0
H 0.0 0.0 0.0
H 0.0 0.0 0.0
H 0.0 0.0 0.0
H -0.1 -0.1 0.0
C 0.0 0.0 0.1
N 0.0 -0.1 -0.1
C 0.0 0.1 0.0
C 0.0 0.2 0.1
O 0.0 -0.2 0.0
N 0.0 -0.1 0.1
C 0.0 0.1 0.0
C 0.0 -0.1 -0.1
H 0.0 0.0 0.0
H 0.0 0.0 0.0
H 0.0 0.0 0.0
H 0.0 0.0 0.0
H 0.0 0.0 0.0
H 0.0 0.0 0.0
H 0.0 0.0 0.0
H 0.0 0.0 0.0
H 0.0 0.0 0.0
H 0.0 0.0 0.0
H 0.0 0.0 0.0
H 0.0 0.0 0.0

The value obtained for the LUMO energy is -5.16 eV. Its charge is +2. The HOMO energy comes out at -12.7 eV. The total energy is -2754.94313 Ha. The HOMO-LUMO gap is 0.275 Ha.



2.
Molecular formula: C6H10O3
Method: DFT, ωB97M-V/def2-TZVPD

Each line ends with the Mulliken charge.
Geometry (Å):
1 C 1.7310 -1.3314 1.3860  -0.725
2 C 0.4056 -1.2510 1.5192  0.018
3 C -0.4112 0.0246 1.2067  0.686
4 C 0.1503 1.3683 1.5896  -1.049
5 O -1.6165 -0.1396 0.9833  -0.693
6 H 2.2417 -2.2700 1.5839  0.252
7 H 2.3422 -0.5021 1.0470  0.217
8 H -0.1988 -2.1026 1.8130  0.332
9 H 0.0538 2.0470 0.7382  0.280
10 H -0.4137 1.7672 2.4370  0.334
11 H 1.2037 1.3215 1.8718  0.346
12 C -0.8130 0.9942 -2.7105  -0.689
13 C 0.0147 0.3020 -1.9067  -0.053
14 O -0.1223 -1.0314 -1.5518  -0.191
15 O -1.5402 -1.3579 -1.5435  -0.387
16 H -1.7904 0.6144 -2.9874  0.263
17 H -0.5198 1.9511 -3.1260  0.267
18 H 1.0284 0.6302 -1.7119  0.384
19 H -1.7454 -1.0345 -0.6381  0.409

Atomic forces in eV per Å
C -0.5 -0.2 0.1
C 0.2 1.3 -0.8
C -1.2 -1.9 2.0
C 0.4 0.1 -0.7
O 1.6 0.6 -0.4
H 0.0 0.2 0.0
H -0.1 0.0 0.1
H 0.0 0.1 -0.1
H -0.1 0.1 0.1
H -0.1 -0.1 -0.2
H -0.1 -0.1 0.0
C 0.3 -0.5 0.8
C -0.3 -0.2 -2.1
O -0.9 0.8 0.4
O 0.8 0.1 0.2
H 0.2 0.0 0.1
H 0.1 0.0 0.4
H 0.0 0.0 0.3
H -0.2 -0.2 -0.1

The SMILES is C=CC(C)=O.C=COO. The value obtained for the LUMO energy is 0.09 eV. The HOMO energy comes out at -9.1 eV. The calculation puts the relative energy (zero: lowest compared OMol25 entry of this formula, charge and spin) at 4.804 eV. The total energy is -460.17387 Ha. The HOMO-LUMO gap is 0.338 Ha.



> Look up the HOMO-LUMO gap of the second one.

0.338 Ha



> The highest HOMO-LUMO gap belongs to which entry?

C6H10O3